Density functional theory data (ωB97M-V/def2-TZVPD) for C19H29EuO as an isolated structure in a non-equilibrium geometry.

Properties
* total energy: -41542.406 eV
* net charge: -2
* E_HOMO (alpha / beta): 0.09504 / 0.09505 hartree
* E_LUMO (alpha / beta): 0.16431 / 0.16429 Ha
* ⟨S²⟩: 12.02
* maximum force: 0.0611 Eh/bohr
* 2S+1: 7
* relative energy (zero: lowest compared OMol25 entry of this formula, charge and spin): 39.1 kcal/mol

CARTESIAN COORDINATES (ANGSTROEM)
Eu1 0.08 0.64 0.23
C1 1.96 0.98 1.79
C2 2.43 0.12 0.73
C3 2.46 0.89 -0.49
H1 2.63 -0.95 0.81
C4 2.01 2.22 -0.18
C5 1.72 2.28 1.22
H2 1.33 3.14 1.76
H3 1.75 0.66 2.82
H4 2.73 0.51 -1.46
H5 1.87 3.03 -0.91
C6 -2.09 0.84 1.38
C7 -1.37 2.03 1.77
C8 -1.16 2.83 0.60
H6 -1.02 2.24 2.78
C9 -1.72 2.13 -0.53
C10 -2.30 0.90 -0.05
H7 -2.71 0.09 -0.65
H8 -2.33 0.00 2.02
H9 -0.62 3.77 0.55
H10 -1.70 2.47 -1.56
O1 -0.01 -0.20 -1.73
C11 -0.10 0.14 -3.17
C12 0.59 -1.20 -3.55
C13 0.65 1.40 -3.49
C14 -1.56 0.19 -3.57
C15 0.51 -1.57 -2.08
H11 1.62 -1.05 -3.90
H12 0.02 -1.82 -4.22
H13 -0.25 -2.30 -1.79
H14 1.45 -1.76 -1.54
H15 0.63 1.57 -4.58
H16 1.70 1.35 -3.17
H17 0.18 2.27 -3.00
H18 -1.65 -0.08 -4.63
H19 -1.97 1.21 -3.44
H20 -2.15 -0.51 -2.97
C16 0.83 -2.55 3.51
C17 -0.44 -2.49 2.59
C18 -1.63 -2.04 3.44
C19 -0.17 -1.61 1.46
H21 1.07 -1.58 3.94
H22 1.69 -2.91 2.94
H23 0.66 -3.25 4.33
H24 -0.63 -3.48 2.22
H25 -1.48 -1.04 3.86
H26 -2.54 -2.05 2.84
H27 -1.78 -2.73 4.27
H28 0.62 -2.04 0.81
H29 0.18 -0.68 1.99